[1]
# C4H9NO

A single C4H9NO molecule (ωB97M-V/def2-TZVPD, OMol25).

Output
HOMO-LUMO gap (hartree): 0.364
LUMO level (Eh): 0.0362
ΔE to the lowest compared entry with this formula, charge and spin (eV): 2.508
SMILES: OCCN1CC1

The geometry in ORCA input format:
```
! RIJCOSX wB97M-V def2-TZVPD def2/J DEFGRID3
* xyz 0 1
O 1.1376 -0.0207 1.8027
C 0.3951 -0.9616 1.0424
C 0.6230 -0.8848 -0.4700
N 0.1240 0.2822 -1.1896
C -1.2909 0.5796 -1.0846
C -0.2862 1.4458 -0.4183
H 2.0781 -0.1786 1.6625
H -0.6539 -0.7577 1.2859
H 0.6114 -1.9863 1.3776
H 1.7020 -0.9531 -0.6636
H 0.1732 -1.7718 -0.9353
H -1.7634 0.9017 -2.0099
H -1.9211 -0.0579 -0.4612
H -0.1902 1.3961 0.6657
H -0.0183 2.4056 -0.8543
*
```


[2]
# C4H6BrPS

A single C4H6BrPS molecule (ωB97M-V/def2-TZVPD, OMol25).

Output
HOMO-LUMO gap (alpha / beta) (hartree): 0.277 / 0.256
LUMO level (alpha / beta) (Eh): -0.0285 / -0.0550
ΔE to the lowest compared entry with this formula, charge and spin (eV): 1.917

The geometry in ORCA input format:
```
! RIJCOSX wB97M-V def2-TZVPD def2/J DEFGRID3
* xyz 0 1
C 0.6907 0.0619 1.0631
C -0.5297 0.5477 1.2154
C 1.2977 -0.5275 -0.1966
C 0.6364 -0.2163 -1.4782
P -1.6773 0.5978 -0.1950
S -2.9502 2.0625 -0.1815
Br -2.6809 -1.3990 0.0043
H 1.3518 0.0075 1.9164
H -0.8726 0.9521 2.1564
H 2.3324 -0.1704 -0.2127
H 1.3214 -1.6115 -0.0428
H 0.8664 0.7055 -1.9819
H 0.2140 -1.0103 -2.0668
*
```


[3]
# C28H30N2O2PRh

A molecular structure, C28H30N2O2PRh (ωB97M-V/def2-TZVPD, OMol25).

Output
HOMO-LUMO gap (hartree): 0.239
LUMO level (Eh): -0.3115

The geometry in ORCA input format:
```
! RIJCOSX wB97M-V def2-TZVPD def2/J DEFGRID3
* xyz 2 1
Rh 1.1229 -0.5470 -0.2750
C 3.9404 0.1414 -1.4853
C 3.3175 1.2228 -2.3614
C 3.1788 2.5425 -1.6107
C 1.9862 0.7138 -2.9203
C 1.3941 1.5896 -4.0285
O 0.0590 1.9113 -3.5543
C -0.1316 1.3552 -2.3890
N 0.8787 0.6784 -1.9082
C -1.4668 1.5287 -1.8145
C -2.3998 2.2290 -2.5809
C -3.6961 2.4079 -2.1271
C -4.0741 1.8863 -0.9022
C -3.1519 1.1917 -0.1295
C -1.8461 1.0084 -0.5695
P -0.7661 0.1916 0.6295
C -0.3670 1.4468 1.8352
C -0.4782 2.7957 1.4702
C -0.1907 3.7830 2.3951
C 0.2046 3.4343 3.6803
C 0.3231 2.0979 4.0445
C 0.0489 1.1012 3.1274
C -1.7008 -1.1581 1.3385
C -2.3573 -1.0225 2.5619
C -3.1286 -2.0695 3.0455
C -3.2505 -3.2413 2.3142
C -2.6119 -3.3715 1.0853
C -1.8373 -2.3346 0.5965
H 4.7771 0.5064 -0.8929
H 4.2463 -0.7380 -2.0503
H 3.1846 -0.1657 -0.7422
H 3.9582 1.3651 -3.2374
H 2.6217 2.4098 -0.6787
H 2.6731 3.3099 -2.2000
H 4.1618 2.9311 -1.3503
H 2.1292 -0.3083 -3.2776
H 1.2791 1.0774 -4.9794
H 1.9249 2.5270 -4.1761
H -2.1074 2.6330 -3.5386
H -4.4070 2.9504 -2.7347
H -5.0853 2.0148 -0.5405
H -3.4611 0.7961 0.8292
H -0.7974 3.0784 0.4755
H -0.2820 4.8238 2.1167
H 0.4233 4.2087 4.4034
H 0.6396 1.8315 5.0434
H 0.1673 0.0666 3.4136
H -2.2732 -0.1097 3.1364
H -3.6361 -1.9659 3.9948
H -3.8523 -4.0546 2.6973
H -2.7280 -4.2805 0.5097
H -1.3594 -2.4275 -0.3710
N 2.3902 -0.7978 2.5111
C 1.9112 -0.7053 1.4667
C 1.5763 -3.9739 1.2258
C 1.0492 -3.6936 -0.1311
C 0.4889 -4.7933 -0.9565
O 1.0993 -2.5518 -0.6194
H 0.8464 -4.5388 1.8081
H 1.8600 -3.0595 1.7416
H 2.4513 -4.6236 1.1188
H -0.0778 -5.4835 -0.3329
H 1.3239 -5.3638 -1.3765
H -0.1149 -4.4082 -1.7739
*
```


The calculation returns the following F_max values, one per record and in order: 0.34; 2.19; 1.12 eV Å⁻¹.